Run i
Here is a cluster of 2 separate species, CH3IO2 in total from the Open Molecules 2025 dataset. Energies are from ωB97M-V/def2-TZVPD.

Computed properties:
Lowest unoccupied orbital energy in Ha: 0.0203
Kohn-Sham gap in eV: 10.35
SMILES string: O=CO.I

Each line ends with the Löwdin charge.
Cartesian coordinates (Å):
O: -0.18 -0.14 0.92  0.02
C: -1.02 -0.53 0.15  -0.40
O: -1.58 0.36 -0.65  0.08
H: -1.27 -1.54 -0.06  0.14
H: -1.34 1.22 -0.21  0.15
I: 3.54 0.32 -0.12  0.34
H: 1.86 0.32 -0.03  -0.32



Run ii
Here is an isolated molecule of CH3IO2 from the Open Molecules 2025 dataset. Energies are from ωB97M-V/def2-TZVPD.

Computed properties:
Lowest unoccupied orbital energy in Ha: -0.0417
Kohn-Sham gap in eV: 8.58
SMILES string: OCOI

Each line ends with the Löwdin charge.
Cartesian coordinates (Å):
O: -0.17 0.41 1.37  -0.04
C: 0.03 0.40 -0.02  -0.49
O: -0.34 -0.87 -0.32  -0.71
I: -0.43 -1.69 -2.19  0.86
H: 0.46 -0.26 1.66  0.09
H: -0.65 1.35 -0.34  0.17
H: 1.11 0.66 -0.15  0.12



Most stable one: run i, least stable one: run ii.



Run i
Here is a structure of composition C16H25N3O3S from the Open Molecules 2025 dataset. Energies are from ωB97M-V/def2-TZVPD.

Computed properties:
Lowest unoccupied orbital energy in Ha: -0.0076
Kohn-Sham gap in eV: 8.15

Each line ends with the Löwdin charge.
Cartesian coordinates (Å):
C: 3.68 2.62 -0.36  -0.08
C: 3.54 1.11 -0.43  -0.25
C: 3.67 0.63 0.95  -0.09
H: 2.83 0.98 1.61  0.13
H: 4.53 0.58 1.22  0.01
C: 3.24 -1.06 1.06  -0.01
C: 1.84 -1.48 0.67  -0.05
C: 0.76 -1.06 1.08  -0.18
N: -0.50 -1.31 0.61  0.13
C: -0.53 -1.89 -0.47  -0.71
N: 0.42 -2.01 -1.19  0.11
C: 1.71 -1.88 -0.89  -0.17
O: 2.74 -2.50 -1.64  -0.08
H: 0.39 -2.54 -2.09  0.20
S: -2.20 -1.99 -1.23  0.93
C: -3.18 -1.29 0.43  -0.22
C: -2.47 -0.21 1.08  -0.40
O: -2.41 -0.17 2.32  0.02
N: -2.14 1.18 0.27  -0.09
C: -2.45 1.30 -0.97  -0.37
H: -3.14 0.49 -1.57  0.14
C: -1.20 1.28 -1.69  -0.21
C: -0.38 2.65 -1.95  -0.18
H: -0.89 3.14 -2.66  0.05
H: 0.66 2.50 -2.53  0.16
C: -0.31 3.45 -0.77  -0.25
H: -1.28 3.87 -0.77  0.12
C: -0.31 2.84 0.54  -0.15
H: 0.26 1.80 0.62  0.14
H: 0.08 3.32 1.41  0.10
C: -1.71 2.33 1.00  -0.14
H: -2.47 3.02 0.84  0.10
H: -1.63 1.96 2.13  0.16
H: 0.43 3.98 -0.84  0.04
H: -1.28 0.70 -2.83  0.17
H: -0.38 0.70 -1.28  0.07
H: -2.86 2.24 -1.43  0.15
H: -3.21 -2.02 1.32  0.14
H: -4.11 -0.96 -0.08  0.09
O: 0.67 -0.38 2.51  0.10
H: -0.07 -0.49 2.85  -0.09
H: 3.89 -1.39 0.61  -0.04
H: 3.31 -1.37 2.06  0.11
H: 4.05 0.48 -1.06  0.08
H: 2.28 0.98 -0.89  0.18
H: 3.08 3.07 0.19  -0.02
H: 3.61 2.91 -1.41  0.08
H: 4.77 2.70 -0.05  0.11



Run ii
Here is an isolated molecule of C16H25N3O3S from the Open Molecules 2025 dataset. Energies are from ωB97M-V/def2-TZVPD.

Computed properties:
Lowest unoccupied orbital energy in Ha: 0.0224
Kohn-Sham gap in eV: 8.21
SMILES string: CC(C)CC(=O)Nc1ccc(N2CCN(S(C)(=O)=O)CC2)cc1

Each line ends with the Löwdin charge.
Cartesian coordinates (Å):
C: 5.33 1.41 -1.68  -0.08
C: 5.98 0.59 -0.56  -0.42
C: 6.26 -0.83 -1.03  -0.07
C: 5.13 0.59 0.72  -0.09
C: 3.75 -0.03 0.50  -0.48
O: 3.54 -1.21 0.61  0.07
N: 2.81 0.89 0.15  0.12
C: 1.46 0.69 -0.16  -0.23
C: 0.68 1.81 -0.46  -0.02
C: -0.66 1.67 -0.77  -0.02
C: -1.28 0.42 -0.80  -0.23
N: -2.62 0.32 -1.17  -0.10
C: -3.58 1.23 -0.58  -0.13
C: -4.10 0.67 0.75  -0.17
N: -4.68 -0.63 0.50  -0.26
S: -5.77 -1.20 1.60  0.59
C: -4.82 -1.63 3.09  -0.11
O: -6.32 -2.41 1.06  -0.29
O: -6.65 -0.12 1.93  -0.30
C: -3.76 -1.58 -0.08  -0.18
C: -3.22 -0.97 -1.39  -0.14
C: -0.48 -0.69 -0.52  -0.02
C: 0.86 -0.56 -0.21  0.00
H: 5.12 2.43 -1.35  0.07
H: 5.99 1.46 -2.54  0.08
H: 4.40 0.95 -2.00  0.08
H: 6.94 1.07 -0.31  0.13
H: 6.86 -0.82 -1.94  0.08
H: 6.79 -1.39 -0.27  0.08
H: 5.33 -1.35 -1.25  0.08
H: 5.64 -0.01 1.47  0.12
H: 5.03 1.61 1.10  0.12
H: 3.10 1.86 0.10  0.13
H: 1.13 2.79 -0.45  0.11
H: -1.22 2.56 -1.02  0.11
H: -3.13 2.21 -0.41  0.11
H: -4.42 1.34 -1.27  0.13
H: -4.89 1.30 1.17  0.12
H: -3.26 0.61 1.46  0.13
H: -5.53 -2.00 3.82  0.07
H: -4.11 -2.41 2.84  0.06
H: -4.33 -0.74 3.46  0.06
H: -4.32 -2.49 -0.27  0.12
H: -2.92 -1.78 0.60  0.12
H: -2.51 -1.64 -1.87  0.12
H: -4.07 -0.82 -2.07  0.13
H: -0.89 -1.69 -0.54  0.10
H: 1.45 -1.44 0.00  0.10



Most stable one: run ii, least stable one: run i.



Run i
Here is an isolated molecule of C4H6O from the Open Molecules 2025 dataset. Energies are from ωB97M-V/def2-TZVPD.

Computed properties:
Lowest unoccupied orbital energy (alpha / beta) in Ha: -0.0292 / -0.0279
Kohn-Sham gap (alpha / beta) in eV: 8.38 / 8.32

Each line ends with the Löwdin charge.
Cartesian coordinates (Å):
O: 0.67 1.26 -1.40  0.09
C: 0.19 0.56 -0.54  -0.45
C: -0.37 -0.84 -0.86  -0.25
C: -0.38 -1.66 0.39  0.13
C: 0.10 1.01 0.90  -0.01
H: -1.37 -0.71 -1.30  0.11
H: 0.29 -1.27 -1.63  0.13
H: 0.69 -1.76 0.67  0.01
H: -0.27 0.20 1.55  0.06
H: 1.07 1.36 1.25  0.10
H: -0.60 1.85 0.97  0.10



Run ii
Here is a cluster of 2 separate species, C4H6O in total from the Open Molecules 2025 dataset. Energies are from ωB97M-V/def2-TZVPD.

Computed properties:
Lowest unoccupied orbital energy in Ha: 0.0304
Kohn-Sham gap in eV: 10.73
SMILES string: C#CC.C=O

Each line ends with the Löwdin charge.
Cartesian coordinates (Å):
C: -0.95 -0.58 1.25  0.09
C: -1.31 -0.11 0.22  -0.25
C: -1.54 0.12 -1.14  -0.13
H: -0.64 -0.84 2.24  0.03
H: -1.53 1.23 -1.35  0.10
H: -0.67 -0.18 -1.68  0.06
H: -2.46 -0.39 -1.55  0.11
C: 2.31 0.19 0.51  -0.13
O: 2.06 -0.20 -0.61  -0.01
H: 2.38 1.22 0.76  0.07
H: 2.35 -0.46 1.37  0.07



Run iii
Here is an isolated molecule of C4H6O from the Open Molecules 2025 dataset. Energies are from ωB97M-V/def2-TZVPD.

Computed properties:
Lowest unoccupied orbital energy in Ha: 0.0338
Kohn-Sham gap in eV: 10.73
SMILES string: C=C=CCO

Each line ends with the Löwdin charge.
Cartesian coordinates (Å):
C: -2.19 -0.70 -0.22  0.02
C: -0.90 -0.38 -0.42  -0.10
C: 0.33 -0.06 -0.62  -0.13
C: 1.12 0.81 0.28  -0.30
O: 2.27 0.18 0.74  -0.05
H: -2.97 -0.06 -0.62  0.05
H: -2.45 -1.50 0.46  0.05
H: 0.90 -0.51 -1.46  0.13
H: 0.43 1.20 1.06  0.13
H: 1.43 1.68 -0.32  0.12
H: 2.02 -0.67 1.12  0.09



Run iv
Here is an isolated molecule of C4H6O from the Open Molecules 2025 dataset. Energies are from ωB97M-V/def2-TZVPD.

Computed properties:
Lowest unoccupied orbital energy in Ha: 0.0320
Kohn-Sham gap in eV: 10.94
SMILES string: C#C[C@H](C)O

Each line ends with the Löwdin charge.
Cartesian coordinates (Å):
C: -2.22 0.02 -0.13  0.12
C: -1.03 -0.07 0.11  -0.09
C: 0.40 -0.07 0.43  -0.47
C: 1.02 1.18 -0.13  -0.08
O: 1.02 -1.21 -0.22  -0.06
H: -3.30 -0.02 -0.27  0.04
H: 0.52 -0.09 1.49  0.13
H: 2.10 1.28 0.22  0.10
H: 1.07 1.07 -1.25  0.10
H: 0.43 2.12 0.04  0.10
H: 2.00 -1.04 -0.11  0.11



Most stable one: run iii, least stable one: run i.



Run i
Here is a cluster of 2 separate species, C4H6O in total from the Open Molecules 2025 dataset. Energies are from ωB97M-V/def2-TZVPD.

Computed properties:
Lowest unoccupied orbital energy in Ha: 0.0380
Kohn-Sham gap in eV: 10.91
SMILES string: CC=O.C#C

Each line ends with the Löwdin charge.
Cartesian coordinates (Å):
C: -1.78 0.55 -0.23  -0.05
C: -0.82 -0.50 0.34  -0.31
O: -0.15 -0.24 1.27  0.04
H: -2.03 0.44 -1.31  0.08
H: -1.66 1.55 -0.09  0.03
H: -2.82 0.49 0.16  0.09
H: -0.98 -1.55 0.11  0.11
C: 2.47 0.35 0.03  -0.01
C: 2.63 -0.81 -0.14  0.00
H: 2.09 1.39 0.27  0.07
H: 3.04 -1.67 -0.40  -0.03



Run ii
Here is a cluster of 2 separate species, C4H6O in total from the Open Molecules 2025 dataset. Energies are from ωB97M-V/def2-TZVPD.

Computed properties:
Lowest unoccupied orbital energy in Ha: 0.0378
Kohn-Sham gap in eV: 10.33
SMILES string: C=C=O.C=C

Each line ends with the Löwdin charge.
Cartesian coordinates (Å):
C: -0.27 0.80 -1.78  0.00
C: -0.61 1.38 -0.69  -0.32
O: -0.97 1.94 0.27  0.16
H: 0.48 0.03 -1.80  0.06
H: -0.70 1.08 -2.72  0.06
C: -0.16 -1.18 0.83  -0.10
C: 0.86 -0.56 1.40  -0.07
H: -1.16 -0.79 0.90  0.05
H: -0.05 -2.11 0.30  0.05
H: 0.73 0.36 1.94  0.05
H: 1.86 -0.96 1.36  0.05



Most stable one: run ii, least stable one: run i.